Run A
C2H5N2O | ωB97M-V/def2-TZVPD

Structure (XYZ):
```
10
Properties=species:S:1:pos:R:3
C 0.929 -0.921 0.809
N 0.390 0.153 0.417
C -0.142 0.440 -0.891
N -1.636 0.471 -0.869
O -2.257 0.401 0.153
H 1.107 -1.679 0.074
H 1.081 -0.820 1.937
H 0.459 0.839 1.266
H -0.076 -0.355 -1.733
H 0.144 1.471 -1.162
```

Values from the calculation:
Multiplicity: 1
Structure (SMILES): C=[NH+]CN=O
Total charge: +1
E_HOMO: -14.2 eV

***

Run B
C2H5N2O | ωB97M-V/def2-TZVPD

Structure (XYZ):
```
10
Properties=species:S:1:pos:R:3
C -0.773 -0.998 -0.556
N -0.314 -0.358 0.523
C 0.273 1.096 0.109
N 1.348 1.468 0.584
O 2.254 1.458 1.308
H -1.485 -1.755 -0.199
H 0.023 -1.469 -1.181
H -1.362 -0.305 -1.095
H 0.513 -0.929 0.846
H -0.477 1.793 -0.338
```

Values from the calculation:
Multiplicity: 1
Structure (SMILES): C/[NH+]=C/N=O
Total charge: +1
E_HOMO (alpha / beta): -15.8 / -15.6 eV

***

Most stable: run A

***

Run A
C7H8N2O2 | ωB97M-V/def2-TZVPD

Structure (XYZ):
```
19
Properties=species:S:1:pos:R:3
C 0.168 -2.420 0.646
C 1.311 -1.936 0.023
C -0.918 -1.577 0.852
C 1.368 -0.623 -0.389
C -0.874 -0.265 0.442
C 0.278 0.247 -0.191
C 0.398 1.592 -0.611
N -0.609 2.460 -0.723
N 0.096 2.791 2.021
O 0.480 2.718 3.169
O -0.769 3.535 1.565
H 0.122 -3.447 0.977
H 2.158 -2.587 -0.139
H -1.800 -1.954 1.346
H 2.249 -0.248 -0.886
H -1.715 0.383 0.641
H 1.364 1.933 -0.957
H -1.494 2.230 -0.292
H -0.409 3.452 -0.743
```

Values from the calculation:
Multiplicity: 1
E_HOMO (alpha / beta): -6.8 / -6.9 eV

***

Run B
C7H8N2O2 | ωB97M-V/def2-TZVPD

Structure (XYZ):
```
19
Properties=species:S:1:pos:R:3
N 1.223 -2.678 0.514
C 0.543 -1.451 0.223
C -0.741 -1.300 0.743
C -1.480 -0.165 0.455
N -2.809 -0.038 0.826
C -0.855 0.963 -0.167
C 0.504 0.836 -0.531
C 1.375 1.937 -1.113
O 2.527 1.760 -1.411
O 0.765 3.147 -1.081
C 1.210 -0.408 -0.405
H 2.217 -2.749 0.167
H 0.746 -3.555 0.295
H -1.269 -2.102 1.335
H -3.166 0.932 0.818
H -3.046 -0.471 1.729
H -1.418 1.900 -0.421
H 1.416 3.871 -1.354
H 2.258 -0.429 -0.622
```

Values from the calculation:
Multiplicity: 1
Structure (SMILES): Nc1cc(N)cc(C(=O)O)c1
E_HOMO: -8.0 eV

***

Most stable: run B

***

Run A
C3H3Br | ωB97M-V/def2-TZVPD

Structure (XYZ):
```
7
Properties=species:S:1:pos:R:3
C 0.095 -0.630 -0.116
C 1.106 -1.276 0.189
C -1.480 1.355 -0.609
Br -0.480 2.695 0.143
H 1.031 -2.255 -0.482
H 2.095 -1.084 0.813
H -2.367 1.195 0.063
```

Values from the calculation:
Multiplicity: 1
E_HOMO: -8.2 eV

***

Run B
C3H3Br | ωB97M-V/def2-TZVPD

Structure (XYZ):
```
7
Properties=species:S:1:pos:R:3
Br -1.049 -2.216 0.875
C -0.431 -0.664 0.035
C -0.629 0.512 -0.486
C 0.746 0.336 0.175
H -1.219 1.076 -1.195
H 1.481 0.135 -0.458
H 1.100 0.821 1.055
```

Values from the calculation:
Multiplicity: 1
Structure (SMILES): BrC1=CC1
E_HOMO: -9.4 eV

***

Most stable: run B

***

Run A
C2H5N2 | ωB97M-V/def2-TZVPD

Structure (XYZ):
```
9
Properties=species:S:1:pos:R:3
C 0.779 0.804 -0.035
C -0.579 -0.561 0.038
N 0.921 -0.527 -0.024
N -0.545 0.874 -0.046
H 1.609 1.613 0.055
H -1.123 -0.995 -0.673
H -0.757 -0.950 0.986
H 1.455 -1.307 0.329
H -1.316 1.496 -0.306
```

Values from the calculation:
Multiplicity: 1
Total charge: +1
E_HOMO: -16.5 eV

***

Run B
C2H5N2 | ωB97M-V/def2-TZVPD

Structure (XYZ):
```
9
Properties=species:S:1:pos:R:3
N -0.975 -0.766 -0.331
C -0.845 0.576 0.050
N 0.918 0.406 -0.087
C -0.040 -0.455 0.664
H -0.553 -1.120 -1.217
H -1.339 1.453 -0.044
H 1.619 0.850 0.414
H 1.222 -0.008 -1.025
H -0.007 -0.936 1.574
```

Values from the calculation:
Multiplicity: 1
Structure (SMILES): N1[C@@H]2[NH2+][C@H]12
Total charge: +1
E_HOMO: -16.6 eV

***

Run C
C2H5N2 | ωB97M-V/def2-TZVPD

Structure (XYZ):
```
9
Properties=species:S:1:pos:R:3
C -0.217 -0.937 0.393
C 0.179 0.875 -0.310
N -0.912 -0.125 -0.412
N 0.769 -0.136 0.634
H -0.642 -2.056 0.679
H 0.650 1.011 -1.298
H 0.119 1.874 0.225
H -1.573 -0.227 -1.209
H 1.628 -0.280 1.298
```

Values from the calculation:
Multiplicity: 1
Total charge: +1
E_HOMO: -16.2 eV

***

Most stable: run A

***

Run A
C32H51BF8IN3SeSi4TeW | ωB97M-V/def2-TZVPD

Structure (XYZ):
```
103
Properties=species:S:1:pos:R:3
W 1.108 0.321 -0.807
C -3.452 -1.879 -0.788
C -2.970 -1.151 0.456
N -1.582 -1.424 0.867
C -1.471 -2.865 1.124
C -0.132 -3.368 1.635
C -1.358 -0.606 2.060
C 0.072 -0.208 2.381
N 0.789 0.468 1.313
C 2.043 0.951 1.567
C 2.657 1.248 0.350
F 1.804 -1.281 0.031
C 3.863 1.892 0.339
F 4.441 2.235 -0.833
C 4.530 2.233 1.503
C 3.923 1.886 2.699
F 4.524 2.202 3.854
C 2.703 1.237 2.757
F 2.189 0.944 3.968
H -3.580 -2.951 -0.633
H -4.418 -1.465 -1.085
H -2.759 -1.729 -1.620
H -3.651 -1.387 1.294
H -3.049 -0.085 0.279
H -1.669 -3.354 0.172
H -2.262 -3.172 1.833
H -0.164 -4.460 1.677
H 0.087 -3.013 2.640
H 0.681 -3.074 0.972
H -1.792 -1.102 2.944
H -1.904 0.330 1.916
H 0.012 0.468 3.237
H 0.659 -1.075 2.694
H 5.484 2.739 1.482
I 3.373 -0.404 -2.369
C 0.972 1.518 -2.558
C 0.945 1.940 -3.870
C 1.186 3.284 -4.065
C 1.475 4.126 -2.971
C 1.504 3.601 -1.703
N 1.222 2.300 -1.579
H 0.744 1.257 -4.684
H 1.162 3.692 -5.068
H 1.676 5.178 -3.113
H 1.729 4.171 -0.815
F -1.579 2.968 -2.030
B -2.123 1.756 -2.070
F -1.815 0.940 -3.084
F -3.271 1.529 -1.438
F -0.802 0.801 -0.781
C 1.746 -6.263 -4.813
Si 1.544 -5.026 -3.428
C 3.145 -4.093 -3.267
C 1.192 -5.909 -1.820
Si -0.263 -3.529 -3.747
Te 0.271 -1.573 -2.354
Si -2.108 -4.935 -3.401
C -1.997 -6.413 -4.537
C -2.400 -5.626 -1.686
C -3.636 -4.000 -3.968
Si -0.100 -2.854 -5.976
C -0.484 -4.250 -7.159
C -1.269 -1.438 -6.308
C 1.643 -2.252 -6.257
H 2.639 -6.862 -4.610
H 1.889 -5.768 -5.778
H 0.899 -6.943 -4.911
H 3.999 -4.777 -3.308
H 3.189 -3.555 -2.316
H 3.267 -3.348 -4.057
H 2.082 -6.429 -1.454
H 0.386 -6.643 -1.923
H 0.890 -5.185 -1.056
H -1.178 -7.088 -4.277
H -1.867 -6.125 -5.582
H -2.936 -6.966 -4.448
H -2.233 -6.706 -1.684
H -3.429 -5.441 -1.369
H -1.739 -5.200 -0.929
H -3.761 -4.115 -5.050
H -3.569 -2.929 -3.762
H -4.540 -4.380 -3.484
H -1.564 -4.357 -7.301
H -0.102 -5.209 -6.803
H -0.033 -4.052 -8.135
H -2.312 -1.766 -6.273
H -1.084 -0.993 -7.290
H -1.147 -0.656 -5.551
H 2.349 -3.082 -6.357
H 1.981 -1.637 -5.415
H 1.705 -1.642 -7.163
Se -0.117 3.210 1.338
C -1.711 4.048 1.919
C -2.224 3.781 3.192
C -3.393 4.397 3.618
C -4.048 5.300 2.792
C -3.535 5.585 1.532
C -2.381 4.954 1.091
H -1.702 3.091 3.842
H -3.779 4.188 4.608
H -4.955 5.787 3.129
H -4.031 6.303 0.891
H -1.987 5.164 0.105
```

Values from the calculation:
Multiplicity: 3
⟨S²⟩: 2.02
E_HOMO (alpha / beta): -7.2 / -7.3 eV

***

Run B
C32H51BF8IN3SeSi4TeW | ωB97M-V/def2-TZVPD

Structure (XYZ):
```
103
Properties=species:S:1:pos:R:3
W 0.276 -1.342 -0.904
C 2.704 -3.997 -2.818
C 1.232 -3.565 -2.765
N 0.981 -2.130 -2.467
C 1.240 -1.333 -3.710
C 2.651 -1.355 -4.273
C -1.787 -3.781 -2.957
C -2.325 -3.109 -1.750
N -1.365 -2.499 -0.823
C -1.444 -2.763 0.555
C -0.352 -2.037 1.038
F 1.817 -1.290 0.282
C -0.045 -2.024 2.376
F 0.988 -1.337 2.866
C -0.846 -2.741 3.273
C -1.926 -3.425 2.774
F -2.712 -4.110 3.615
C -2.263 -3.457 1.412
F -3.342 -4.164 1.026
H 2.839 -4.671 -3.665
H 2.998 -4.535 -1.924
H 3.387 -3.165 -2.930
H 0.679 -4.181 -2.057
H 0.778 -3.737 -3.745
H 0.995 -0.301 -3.509
H 0.523 -1.709 -4.444
H 3.379 -1.095 -3.505
H 2.698 -0.584 -5.043
H 2.924 -2.301 -4.733
H -1.366 -4.774 -2.872
H -2.080 -3.469 -3.949
H -2.875 -3.861 -1.175
H -3.033 -2.323 -2.037
H -0.633 -2.754 4.332
I 2.020 -4.538 0.675
C 4.013 -3.880 0.618
C 4.913 -4.450 1.511
C 6.210 -3.974 1.484
C 6.542 -2.967 0.585
C 5.561 -2.490 -0.264
N 4.307 -2.946 -0.255
H 4.603 -5.225 2.197
H 6.954 -4.380 2.157
H 7.543 -2.560 0.543
H 5.772 -1.709 -0.984
F 2.637 1.956 -0.434
B 2.064 1.654 -1.635
F 2.948 1.581 -2.680
F 0.970 2.427 -1.917
F 1.588 0.217 -1.488
C 1.234 4.719 1.082
Si 0.818 3.718 2.619
C 0.562 4.891 4.080
C 2.205 2.500 2.986
Si -1.165 2.499 2.252
Te -0.791 0.605 0.635
Si -1.962 1.475 4.217
C -0.583 0.517 5.070
C -2.548 2.856 5.361
C -3.382 0.300 3.829
Si -2.835 3.739 1.131
C -4.338 2.649 0.825
C -3.285 5.238 2.186
C -2.141 4.289 -0.527
H 2.288 5.002 1.106
H 0.638 5.633 1.028
H 1.070 4.155 0.169
H 1.379 5.617 4.068
H 0.593 4.367 5.036
H -0.374 5.446 4.035
H 3.164 3.023 2.976
H 2.250 1.719 2.225
H 2.087 2.017 3.956
H 0.161 1.188 5.501
H -0.059 -0.153 4.390
H -1.006 -0.081 5.880
H -1.745 3.540 5.632
H -2.919 2.392 6.279
H -3.359 3.447 4.935
H -3.142 -0.356 2.991
H -4.299 0.833 3.576
H -3.586 -0.330 4.698
H -4.863 2.383 1.743
H -4.042 1.723 0.328
H -5.041 3.168 0.169
H -3.889 4.968 3.052
H -3.868 5.927 1.571
H -2.410 5.778 2.545
H -1.832 3.429 -1.125
H -1.269 4.933 -0.418
H -2.902 4.834 -1.090
Se -1.459 0.213 -2.309
C -1.450 0.074 -4.230
C -2.307 -0.809 -4.874
C -2.347 -0.860 -6.260
C -1.542 -0.019 -7.010
C -0.712 0.894 -6.371
C -0.668 0.943 -4.988
H -2.966 -1.434 -4.284
H -3.013 -1.558 -6.753
H -1.574 -0.060 -8.091
H -0.097 1.570 -6.951
H -0.022 1.652 -4.483
```

Values from the calculation:
Multiplicity: 3
⟨S²⟩: 2.02
E_HOMO (alpha / beta): -7.4 / -7.9 eV

***

Most stable: run A

***

Run A
C6H15NS | ωB97M-V/def2-TZVPD

Structure (XYZ):
```
23
Properties=species:S:1:pos:R:3
C -0.757 -0.735 -0.911
N -0.274 0.110 0.248
C 1.016 -0.428 0.831
C 1.077 -0.244 2.319
S 2.206 -1.219 3.319
C 2.145 0.326 -0.020
C -1.981 0.067 -1.568
C -1.626 1.483 -2.035
H -0.898 -1.928 -0.818
H 0.072 -0.573 -1.608
H -0.978 -0.148 1.037
H 1.265 -1.500 0.600
H -0.007 -0.475 2.664
H 1.170 0.756 2.559
H 0.515 -2.322 3.334
H 1.533 0.734 -0.814
H 2.998 -0.378 -0.097
H 2.412 1.260 0.606
H -2.415 -0.494 -2.429
H -2.816 0.141 -0.914
H -1.153 1.509 -3.012
H -0.988 1.963 -1.298
H -2.518 2.096 -1.992
```

Values from the calculation:
Multiplicity: 1
E_HOMO: -9.3 eV

***

Run B
C6H15NS | ωB97M-V/def2-TZVPD

Structure (XYZ):
```
23
Properties=species:S:1:pos:R:3
C 1.444 0.265 -1.326
C 2.748 0.436 -0.539
S 2.808 -0.376 1.003
C 0.159 0.685 -0.498
N -0.738 -0.461 -0.346
C -1.186 -0.825 1.059
C -1.234 0.256 2.136
C -1.905 -0.485 -1.252
H 1.352 -0.577 -2.011
H 1.457 1.193 -1.965
H 3.609 0.258 -1.190
H 2.789 1.516 -0.267
H 1.403 -1.609 0.468
H 0.512 0.920 0.541
H -0.313 1.560 -0.956
H -2.155 -1.370 0.914
H -0.442 -1.557 1.360
H -1.709 -0.106 3.034
H -0.248 0.533 2.543
H -1.733 1.180 1.705
H -2.864 -0.486 -0.725
H -1.918 0.481 -1.858
H -1.837 -1.431 -1.828
```

Values from the calculation:
Multiplicity: 1
E_HOMO: -8.2 eV

***

Most stable: run B